Here is a gas-phase ion, C5H10IN2S (charge +1) from OMol25. Energies are from ωB97M-V/def2-TZVPD.

Last column: Mulliken charge in e.
Positions of all 19 atoms, in Å:
H 0.78 -1.66 2.37  0.28
N 0.03 -1.10 2.01  -0.54
C -0.19 -0.93 0.81  0.53
C -1.32 -0.06 0.36  -0.35
C -1.24 1.33 1.00  -0.80
S -0.01 2.39 0.16  -0.21
C 0.67 -1.59 -0.35  -0.93
C 1.48 -0.53 -0.93  0.08
N 1.08 0.15 -1.97  -0.18
I 3.22 0.08 0.05  0.35
H -1.36 0.04 -0.73  0.14
H -2.25 -0.53 0.69  0.40
H -2.20 1.84 0.98  0.39
H -0.91 1.23 2.04  0.40
H -0.84 2.90 -0.75  0.15
H 1.28 -2.37 0.11  0.43
H -0.03 -2.04 -1.06  0.35
H 0.25 -0.13 -2.49  0.27
H 1.57 0.97 -2.29  0.26

Values from the calculation:
Energy relative to the best compared isomer or geometry (same formula, charge and spin) in kJ/mol: 83.07
Structure (SMILES): [H]/N=C(/CCS)CC(=[NH2+])I
Charge: +1
HOMO energy in eV: -12.7